1.
Here is a cluster of 2 separate species, C4H9NO in total from OMol25. Energies are from ωB97M-V with the def2-TZVPD basis set.

Positions of all 15 atoms, in Å:
C (-1.416, -0.275, 1.619)
C (0.484, -0.638, -0.898)
C (-0.528, -0.195, -1.905)
N (1.200, 0.393, -0.459)
C (2.169, 0.290, 0.574)
O (2.341, -0.672, 1.262)
H (-2.406, -0.705, 1.783)
H (-1.515, 0.679, 1.093)
H (-0.922, -0.112, 2.579)
H (-0.808, -0.960, 1.022)
H (-0.269, -0.651, -2.869)
H (-0.647, 0.895, -2.044)
H (-1.497, -0.626, -1.629)
H (1.069, 1.349, -0.810)
H (2.744, 1.229, 0.680)

Its largest force on an atom is 0.58 eV/Å. The value obtained for the energy above the lowest of the compared OMol25 structures with the same formula, charge and spin is 3.200 eV. For the HOMO energy, the calculation gives -8.675 eV. Its LUMO energy is 0.3 eV. Its total energy is -287.7149 a.u.

=====

2.
Here is a structure of composition C45H45MoN6S3Si in a non-equilibrium geometry from OMol25. Energies are from ωB97M-V with the def2-TZVPD basis set.

Positions of all 101 atoms, in Å:
Mo (-1.762, -1.389, -0.359)
N (0.119, -1.495, -0.286)
S (1.553, -1.185, 0.087)
N (2.019, 0.308, -0.277)
S (1.597, 1.587, 0.540)
N (0.105, 1.766, 0.958)
S (-1.215, 1.832, 0.030)
N (-1.922, 0.525, -0.161)
C (-0.837, 2.565, -1.528)
C (-0.618, 1.717, -2.606)
C (-0.322, 2.276, -3.839)
C (-0.250, 3.656, -3.976)
C (-0.466, 4.489, -2.884)
C (-0.764, 3.948, -1.644)
C (-2.226, 2.974, 0.903)
C (-3.497, 3.171, 0.368)
C (-4.347, 4.062, 0.994)
C (-3.931, 4.735, 2.139)
C (-2.662, 4.524, 2.660)
C (-1.792, 3.638, 2.041)
C (2.221, 2.907, -0.444)
C (2.687, 2.695, -1.732)
C (3.168, 3.788, -2.440)
C (3.181, 5.048, -1.859)
C (2.703, 5.239, -0.566)
C (2.217, 4.165, 0.156)
C (2.456, 1.687, 2.079)
C (3.840, 1.816, 2.004)
C (4.564, 1.870, 3.181)
C (3.905, 1.792, 4.404)
C (2.525, 1.653, 4.456)
C (1.781, 1.602, 3.287)
C (1.875, -1.550, 1.780)
C (0.823, -1.764, 2.657)
C (1.115, -2.058, 3.980)
C (2.435, -2.129, 4.403)
C (3.479, -1.909, 3.509)
C (3.206, -1.620, 2.185)
C (2.668, -2.159, -0.850)
C (2.514, -3.536, -0.707)
C (3.336, -4.370, -1.442)
C (4.287, -3.827, -2.302)
C (4.425, -2.452, -2.426)
C (3.612, -1.598, -1.695)
H (-0.697, 0.645, -2.495)
H (-0.166, 1.636, -4.697)
H (-0.038, 4.089, -4.945)
H (-0.422, 5.564, -3.003)
H (-0.958, 4.593, -0.795)
H (-3.814, 2.640, -0.523)
H (-5.336, 4.236, 0.591)
H (-4.602, 5.430, 2.625)
H (-2.347, 5.050, 3.550)
H (-0.799, 3.473, 2.439)
H (2.672, 1.707, -2.174)
H (3.543, 3.649, -3.445)
H (3.574, 5.891, -2.412)
H (2.723, 6.223, -0.118)
H (1.860, 4.303, 1.170)
H (4.346, 1.887, 1.048)
H (5.639, 1.986, 3.148)
H (4.474, 1.847, 5.323)
H (2.020, 1.597, 5.411)
H (0.703, 1.502, 3.318)
H (-0.202, -1.721, 2.317)
H (0.311, -2.248, 4.678)
H (2.657, -2.372, 5.434)
H (4.506, -1.981, 3.842)
H (4.011, -1.480, 1.473)
H (1.773, -3.950, -0.033)
H (3.240, -5.442, -1.341)
H (4.927, -4.483, -2.876)
H (5.171, -2.039, -3.091)
H (3.726, -0.525, -1.777)
C (-4.921, -0.361, 1.689)
C (-4.765, -1.723, 1.096)
C (-5.632, -2.768, 1.373)
C (-5.424, -4.011, 0.781)
C (-4.356, -4.222, -0.083)
C (-3.555, -3.131, -0.352)
N (-3.769, -1.928, 0.215)
N (-2.367, -3.067, -1.106)
Si (-1.981, -4.080, -2.562)
C (-3.526, -4.142, -3.594)
C (-0.592, -3.163, -3.391)
C (-1.429, -5.738, -1.916)
H (-5.749, 0.160, 1.204)
H (-4.017, 0.230, 1.560)
H (-5.159, -0.433, 2.749)
H (-6.462, -2.612, 2.047)
H (-6.098, -4.827, 1.008)
H (-4.161, -5.187, -0.526)
H (-3.916, -3.146, -3.809)
H (-4.322, -4.728, -3.134)
H (-3.294, -4.612, -4.553)
H (-0.860, -2.125, -3.604)
H (-0.360, -3.638, -4.347)
H (0.319, -3.165, -2.788)
H (-2.249, -6.340, -1.522)
H (-0.682, -5.631, -1.127)
H (-0.974, -6.317, -2.724)

Its largest force on an atom is 1.01 eV/Å. As for the charge: +3. For the HOMO energy (alpha / beta), the calculation gives -15.331 / -15.323 eV. Its LUMO energy (alpha / beta) is -8.5 / -8.4 eV. Its total energy is -3621.5518 a.u.

=====

3.
Here is a structure of composition C26H72N10O7P3S2 in a non-equilibrium geometry from OMol25. Energies are from ωB97M-V with the def2-TZVPD basis set.

Positions of all 120 atoms, in Å:
C (-2.105, 3.323, 0.043)
C (-0.635, 3.281, -0.580)
C (0.271, 2.431, 0.413)
C (0.997, 1.283, -0.395)
C (0.152, -0.034, -0.563)
C (1.134, -1.214, -0.942)
C (1.315, -2.295, 0.177)
S (1.876, -1.593, 1.783)
O (3.038, -0.686, 1.509)
O (2.387, -2.737, 2.620)
N (0.515, -0.842, 2.430)
S (0.779, -0.280, 3.994)
C (2.331, 0.675, 4.182)
O (-0.340, 0.696, 4.271)
O (0.696, -1.346, 5.045)
H (-2.634, 4.208, -0.392)
H (-1.967, 3.410, 1.151)
H (-2.696, 2.410, -0.211)
H (-0.238, 4.330, -0.586)
H (-0.624, 2.839, -1.602)
H (1.057, 3.035, 0.923)
H (-0.359, 1.955, 1.204)
H (1.943, 1.045, 0.164)
H (1.335, 1.640, -1.409)
H (-0.510, 0.124, -1.464)
H (-0.534, -0.252, 0.286)
H (2.097, -0.792, -1.322)
H (0.681, -1.749, -1.824)
H (2.136, -2.981, -0.163)
H (0.397, -2.910, 0.333)
H (2.139, 1.433, 4.986)
H (2.490, 1.259, 3.240)
H (3.205, 0.036, 4.444)
O (-1.214, 5.128, 2.996)
P (-1.200, 6.181, 4.114)
N (-2.053, 5.248, 5.266)
C (-3.470, 5.200, 5.535)
C (-1.381, 4.026, 5.711)
N (-2.119, 7.336, 3.221)
C (-3.474, 7.744, 3.510)
C (-1.921, 7.325, 1.773)
N (-0.942, 7.422, 5.332)
C (-1.304, 7.408, 6.735)
C (-0.441, 8.725, 4.906)
H (-3.638, 4.940, 6.588)
H (-3.993, 4.465, 4.909)
H (-3.968, 6.157, 5.435)
H (-0.484, 4.283, 6.290)
H (-1.077, 3.396, 4.871)
H (-2.009, 3.415, 6.361)
H (-4.194, 6.945, 3.299)
H (-3.757, 8.609, 2.900)
H (-3.578, 8.084, 4.543)
H (-2.520, 6.550, 1.283)
H (-0.874, 7.152, 1.523)
H (-2.190, 8.291, 1.331)
H (-2.360, 7.663, 6.871)
H (-0.716, 8.134, 7.305)
H (-1.100, 6.450, 7.211)
H (-1.259, 9.449, 4.826)
H (0.055, 8.663, 3.938)
H (0.301, 9.122, 5.606)
O (-1.056, -6.289, -0.780)
P (-2.393, -5.600, -0.466)
N (-2.349, -5.856, 1.224)
C (-2.898, -6.941, 1.999)
C (-1.257, -5.188, 1.933)
N (-3.336, -6.711, -1.391)
C (-4.262, -7.683, -0.858)
C (-2.684, -7.269, -2.574)
N (-3.845, -4.631, -0.268)
C (-4.514, -4.238, 0.956)
C (-4.613, -4.273, -1.456)
H (-3.154, -6.585, 3.005)
H (-2.202, -7.785, 2.096)
H (-3.844, -7.315, 1.623)
H (-1.400, -4.102, 1.900)
H (-0.283, -5.419, 1.493)
H (-1.210, -5.466, 2.987)
H (-3.743, -8.494, -0.334)
H (-4.852, -8.137, -1.661)
H (-4.997, -7.216, -0.200)
H (-2.034, -8.114, -2.323)
H (-2.081, -6.516, -3.079)
H (-3.424, -7.616, -3.304)
H (-5.147, -5.046, 1.335)
H (-5.158, -3.367, 0.795)
H (-3.819, -3.928, 1.734)
H (-5.477, -4.935, -1.574)
H (-4.005, -4.341, -2.358)
H (-4.975, -3.242, -1.407)
O (3.395, -1.804, -3.657)
P (4.521, -1.742, -4.699)
N (4.453, -0.049, -4.943)
C (3.706, 0.706, -5.922)
C (4.787, 0.767, -3.779)
N (3.691, -2.710, -5.859)
C (3.153, -2.248, -7.117)
C (2.813, -3.745, -5.312)
N (5.936, -1.820, -5.739)
C (6.665, -0.737, -6.366)
C (6.394, -3.129, -6.196)
H (4.236, 1.639, -6.152)
H (2.694, 0.956, -5.578)
H (3.633, 0.219, -6.887)
H (5.848, 0.647, -3.527)
H (4.194, 0.490, -2.902)
H (4.624, 1.832, -3.957)
H (2.282, -1.599, -6.974)
H (2.833, -3.094, -7.735)
H (3.912, -1.737, -7.714)
H (1.835, -3.344, -5.027)
H (3.258, -4.210, -4.433)
H (2.652, -4.548, -6.040)
H (6.163, -0.400, -7.278)
H (7.677, -1.047, -6.645)
H (6.810, 0.112, -5.699)
H (6.050, -3.327, -7.216)
H (6.026, -3.926, -5.551)
H (7.486, -3.202, -6.182)

Its largest force on an atom is 6.81 eV/Å. As for the charge: -1. For the HOMO energy, the calculation gives -5.153 eV. Its LUMO energy is 1.3 eV. Its total energy is -3928.2499 a.u.

=====

4.
Here is a cluster of 2 separate species, C3H8Cl2N4PS in total from OMol25. Energies are from ωB97M-V with the def2-TZVPD basis set.

Positions of all 19 atoms, in Å:
S (3.793, -0.274, 0.632)
P (2.751, -0.069, -0.947)
N (1.312, -1.050, -1.060)
C (0.061, -0.584, -1.033)
N (-0.296, 0.704, -0.944)
C (-1.611, 0.703, -0.953)
N (-2.110, -0.527, -1.039)
N (-1.036, -1.368, -1.086)
H (3.370, -0.448, -2.143)
H (2.182, 1.175, -1.226)
H (1.442, -2.050, -1.122)
H (-2.229, 1.582, -0.889)
H (-3.070, -0.832, -1.076)
H (-1.137, -2.367, -1.174)
C (-0.720, 1.021, 2.943)
Cl (-1.708, 2.230, 2.104)
Cl (0.741, 0.595, 2.038)
H (-0.418, 1.431, 3.899)
H (-1.319, 0.128, 3.077)

Its largest force on an atom is 0.60 eV/Å. As for the charge: +1. For the HOMO energy, the calculation gives -12.331 eV. Its LUMO energy is -3.4 eV. Its total energy is -1997.8201 a.u.

=====

5.
Here is the molecule C5H11N in a non-equilibrium geometry from OMol25. Energies are from ωB97M-V with the def2-TZVPD basis set.

Positions of all 17 atoms, in Å:
C (1.553, -0.070, -0.811)
N (1.117, 0.640, 0.426)
C (0.256, 0.423, 1.582)
C (-0.292, 0.126, 0.283)
C (-1.125, 1.088, -0.497)
C (-0.603, -1.357, 0.089)
H (1.983, -1.056, -0.658)
H (0.768, -0.210, -1.602)
H (2.224, 0.654, -1.245)
H (-0.127, 1.359, 1.994)
H (0.361, -0.383, 2.307)
H (-2.139, 1.065, -0.111)
H (-1.142, 0.838, -1.568)
H (-0.686, 2.085, -0.393)
H (-1.563, -1.510, 0.592)
H (-0.713, -1.672, -0.956)
H (0.128, -2.020, 0.569)

Its largest force on an atom is 2.20 eV/Å. The value obtained for the energy above the lowest of the compared OMol25 structures with the same formula, charge and spin is 3.402 eV. For the HOMO energy, the calculation gives -8.375 eV. As for the SMILES: CN1CC1(C)C. Its LUMO energy is 1.0 eV. Its total energy is -251.7375 a.u.